# C21H57Li4N5O11

A structure of composition C21H57Li4N5O11 (wB97M-V/def2-TZVPD, the Open Molecules 2025 dataset).

Results
Frontier orbital gap: 2.81 eV
LUMO energy: -0.237 hartree

```
! wB97M-V def2-TZVPD RIJCOSX def2/J DEFGRID3
* xyz 2 1
Li -1.07 -6.30 5.57
Li -5.57 -2.56 3.71
Li -7.72 0.77 0.06
Li -3.00 -1.31 8.08
O -3.04 -0.80 1.22
C -1.62 -0.76 1.41
C -0.94 -1.15 2.79
O -1.52 -2.05 3.77
H -1.28 0.20 1.01
H -1.07 -1.41 0.73
H -0.79 -0.22 3.33
H 0.12 -1.38 2.71
C -2.99 2.66 -4.95
O -3.00 3.30 -6.00
N -3.01 1.37 -4.78
N -3.09 3.22 -3.78
H -2.97 1.02 -3.84
H -3.07 0.75 -5.58
H -3.19 4.22 -3.71
H -3.45 2.58 -3.09
C 2.63 -6.16 7.27
O 2.05 -6.98 6.23
C 3.03 -7.94 5.71
C 2.29 -8.77 4.60
N 1.76 -7.86 3.54
C 1.35 -8.53 2.31
C 1.03 -7.50 1.25
O 2.27 -7.23 0.59
C 2.24 -6.28 -0.48
H 3.55 -5.62 7.01
H 2.91 -6.87 8.05
H 1.97 -5.47 7.80
H 3.43 -8.59 6.49
H 3.89 -7.37 5.36
H 1.52 -9.33 5.14
H 3.00 -9.52 4.24
H 2.63 -7.42 3.28
H 0.44 -9.13 2.36
H 2.14 -9.17 1.91
H 0.43 -6.72 1.71
H 0.48 -8.03 0.47
H 3.25 -6.21 -0.89
H 1.87 -5.29 -0.22
H 1.63 -6.79 -1.22
C -8.27 1.08 -3.30
O -8.76 1.92 -2.27
C -9.24 3.15 -2.76
C -9.29 4.11 -1.56
N -8.02 4.33 -0.87
C -8.11 5.41 0.11
C -6.69 5.43 0.77
O -5.69 5.80 -0.17
C -4.41 5.88 0.55
H -7.41 0.50 -2.98
H -7.80 1.70 -4.06
H -9.11 0.52 -3.69
H -10.25 3.06 -3.14
H -8.65 3.68 -3.51
H -10.10 3.72 -0.94
H -9.55 5.08 -1.98
H -7.29 4.56 -1.52
H -8.90 5.30 0.85
H -8.29 6.37 -0.38
H -6.58 4.42 1.18
H -6.75 6.21 1.53
H -4.06 4.87 0.76
H -4.54 6.52 1.42
H -3.79 6.41 -0.18
C 11.58 4.74 -3.85
O 10.83 5.52 -2.91
C 9.47 5.67 -3.29
C 8.63 4.37 -3.44
N 7.20 4.79 -3.48
C 6.24 3.73 -3.48
C 6.50 2.46 -2.63
O 7.34 1.55 -3.27
C 8.04 0.67 -2.40
H 11.19 3.74 -3.64
H 12.66 4.80 -3.77
H 11.38 4.98 -4.90
H 9.35 6.28 -4.18
H 9.04 6.29 -2.50
H 8.80 3.75 -2.56
H 8.84 3.82 -4.36
H 7.14 5.36 -4.31
H 6.13 3.43 -4.53
H 5.35 4.19 -3.06
H 5.51 2.01 -2.52
H 6.76 2.72 -1.60
H 8.36 1.12 -1.45
H 8.74 -0.01 -2.87
H 7.30 -0.02 -1.98
O -5.44 -5.46 -1.83
H -5.67 -6.10 -1.16
H -5.13 -4.70 -1.33
O -1.56 1.96 8.79
H -1.71 2.78 9.27
H -0.86 2.17 8.18
*
```